The following is a quantum chemistry calculation of an isolated ion of composition C14H12N3O3S and charge -1 in a non-equilibrium geometry, from the OMol25 dataset.

Results
electronic energy	-36159.9632	eV
ΔE to the lowest compared entry with this formula, charge and spin	0.0	kcal/mol
SMILES	O=C([O-])Cc1sc(/N=N/C=C/Cc2ccccc2)nc1O
Kohn-Sham gap	6.17	eV
HOMO	-4.76	eV
net charge	-1
2S+1	1
largest force on an atom	0.074	Eh/bohr

Geometry as XYZ:
```
33
Properties=species:S:1:pos:R:3:mulliken_charge:R:1
O 5.36720 -1.72347 4.93853 -0.74
C 4.24201 -2.14458 5.28040 0.39
O 4.04180 -2.87051 6.29951 -0.73
C 2.96730 -1.46337 4.66086 -0.52
C 3.07859 -1.27122 3.14025 0.36
S 1.61115 -0.90899 2.32281 -0.11
C 2.43642 -0.72215 0.78097 0.47
N 1.65561 -0.57331 -0.35289 -0.42
N 0.40761 -0.44213 -0.24076 0.00
C -0.26450 -0.59865 -1.37648 -0.59
C -1.59370 -0.70108 -1.49230 0.05
C -2.29060 -0.62656 -2.78692 -0.89
C -2.93046 0.69759 -2.87136 0.70
C -4.28223 0.96631 -2.51223 -0.58
C -4.68222 2.30528 -2.41095 -0.25
C -3.91720 3.40130 -2.76302 -0.47
C -2.63576 3.13638 -3.27583 -0.50
C -2.17403 1.80744 -3.29387 -0.37
N 3.75504 -0.74323 1.01076 -0.64
C 4.14422 -1.12572 2.27455 0.28
O 5.42630 -1.33430 2.54095 -0.64
H 2.74747 -0.49782 5.19440 0.28
H 2.24790 -2.16711 4.84966 0.38
H 0.33262 -0.83082 -2.24808 0.39
H -2.21654 -0.63612 -0.59888 0.34
H -3.21886 -1.34718 -2.78438 0.28
H -1.56118 -0.89721 -3.56259 0.39
H -5.00501 0.18856 -2.25580 0.29
H -5.61435 2.63367 -1.99168 0.33
H -4.45558 4.39089 -2.81339 0.28
H -2.05287 3.99347 -3.62014 0.35
H -1.16081 1.66360 -3.57365 0.37
H 5.59468 -1.55893 3.53157 0.50
```